# C2H3FO2

A cluster of 3 separate species, C2H3FO2 in total in a non-equilibrium geometry (wB97M-V/def2-TZVPD, the Open Molecules 2025 dataset).

The geometry in XYZ format:
```
8
Properties=species:S:1:pos:R:3:forces:R:3
C 1.092865 -0.289869 0.454204 2.4235 1.8090 -0.6098
C -0.726213 0.872464 -0.405644 -4.6902 -0.2051 3.7522
O 1.876602 -0.562180 -0.403778 0.2661 -1.1767 -0.8422
O -1.610473 0.378723 0.175446 2.3611 2.4591 -0.1767
F -2.118899 -1.223663 -0.243144 -0.2932 -1.5638 -0.7001
H 0.666049 -0.986311 1.117320 -1.0372 -0.9338 0.9837
H -0.231284 0.985926 -1.265212 1.9852 -0.1649 -3.2829
H 1.051356 0.824913 0.570810 -1.0153 -0.2238 0.8758
```
Positions in Å, forces in eV/Å.

## Properties
LUMO (spin up / spin down) in eV: -1.26 / -1.37
Gap between HOMO and LUMO (spin up / spin down) in eV: 9.34 / 8.06
Multiplicity: 1
M in g/mol: 78.0
Highest occupied orbital energy (spin up / spin down) in eV: -10.60 / -9.43